(1)
{
  "formula": "C17H26FN3O2",
  "method": "the ωB97M-V functional and the def2-TZVPD basis",
  "de_lowest_kcal_mol": 32.68,
  "lumo_energy_ev": 0.55,
  "multiplicity": 1,
  "gap_ev": 8.77,
  "smiles": "COCCCN(C)C1CCN(C(=O)Nc2ccc(F)cc2)CC1",
  "symbols": ["C", "O", "C", "C", "C", "N", "C", "C", "C", "C", "N", "C", "O", "N", "C", "C", "C", "C", "F", "C", "C", "C", "C", "H", "H", "H", "H", "H", "H", "H", "H", "H", "H", "H", "H", "H", "H", "H", "H", "H", "H", "H", "H", "H", "H", "H", "H", "H", "H"],
  "coordinates": [[-1.49, 1.73, 7.25], [-2.07, 1.54, 5.98], [-1.17, 1.58, 4.90], [-0.25, 0.36, 4.82], [0.57, 0.37, 3.53], [1.40, -0.82, 3.43], [2.65, -0.67, 4.13], [1.54, -1.40, 2.10], [2.06, -0.45, 1.01], [2.22, -1.21, -0.31], [0.96, -1.80, -0.71], [0.04, -1.27, -1.58], [-1.13, -1.58, -1.55], [0.57, -0.40, -2.52], [-0.10, 0.26, -3.54], [-1.49, 0.32, -3.63], [-2.09, 1.02, -4.67], [-1.30, 1.66, -5.60], [-1.88, 2.35, -6.61], [0.08, 1.62, -5.53], [0.68, 0.92, -4.50], [0.45, -2.73, 0.29], [0.23, -2.03, 1.63], [-0.87, 2.63, 7.27], [-0.88, 0.87, 7.55], [-2.32, 1.84, 7.95], [-0.56, 2.50, 4.95], [-1.80, 1.62, 4.01], [0.42, 0.34, 5.68], [-0.85, -0.55, 4.85], [1.18, 1.29, 3.49], [-0.12, 0.40, 2.69], [3.19, -1.62, 4.12], [2.45, -0.41, 5.17], [3.30, 0.11, 3.70], [2.27, -2.21, 2.21], [3.02, -0.02, 1.30], [1.35, 0.37, 0.86], [2.61, -0.55, -1.07], [2.94, -2.03, -0.17], [1.57, -0.35, -2.59], [-2.09, -0.19, -2.90], [-3.16, 1.07, -4.75], [0.68, 2.13, -6.27], [1.76, 0.89, -4.43], [-0.49, -3.14, -0.09], [1.18, -3.54, 0.40], [-0.54, -1.27, 1.49], [-0.12, -2.75, 2.37]]
}

***

(2)
{
  "formula": "C4H4",
  "method": "the ωB97M-V functional and the def2-TZVPD basis",
  "de_lowest_kcal_mol": 21.19,
  "lumo_energy_ev": 1.01,
  "multiplicity": 1,
  "gap_ev": 10.31,
  "smiles": "C#CC=C",
  "symbols": ["C", "C", "C", "C", "H", "H", "H", "H"],
  "coordinates": [[1.23, -1.32, 0.90], [0.39, -0.71, 0.29], [-0.61, -0.12, -0.51], [-0.46, 1.16, -0.49], [1.85, -1.57, 1.71], [-1.30, -0.81, -1.14], [-1.12, 1.66, -1.16], [0.02, 1.70, 0.42]]
}

***

(3)
{
  "formula": "C3H3InLiO2",
  "method": "the ωB97M-V functional and the def2-TZVPD basis",
  "de_lowest_kcal_mol": 0.00,
  "lumo_energy_ev": [-17.17, -17.17],
  "multiplicity": 1,
  "gap_ev": [8.15, 8.16],
  "charge": 3,
  "symbols": ["O", "C", "C", "H", "H", "H", "O", "C", "In", "Li"],
  "coordinates": [[0.50, -0.56, -0.95], [-0.30, -0.56, 0.01], [-1.67, -0.02, -0.17], [-2.34, -0.64, 0.45], [-1.72, 0.98, 0.30], [-1.95, 0.04, -1.23], [2.55, 0.60, 1.47], [3.42, 1.32, 1.34], [0.98, -0.73, 1.55], [0.53, -0.43, -2.76]]
}

***

(4)
{
  "formula": "C32H81F2HgN6O16S2",
  "method": "the ωB97M-V functional and the def2-TZVPD basis",
  "lumo_energy_ev": [-8.11, -8.78],
  "multiplicity": 2,
  "gap_ev": [2.96, 2.29],
  "charge": 2,
  "symbols": ["Hg", "N", "S", "O", "O", "F", "S", "O", "O", "F", "C", "C", "O", "O", "H", "H", "H", "H", "H", "H", "C", "O", "C", "C", "N", "C", "C", "O", "C", "H", "H", "H", "H", "H", "H", "H", "H", "H", "H", "H", "H", "H", "H", "H", "C", "O", "C", "C", "N", "C", "C", "O", "C", "H", "H", "H", "H", "H", "H", "H", "H", "H", "H", "H", "H", "H", "H", "H", "C", "O", "C", "C", "N", "C", "C", "O", "C", "H", "H", "H", "H", "H", "H", "H", "H", "H", "H", "H", "H", "H", "H", "H", "C", "O", "C", "C", "N", "C", "C", "O", "C", "H", "H", "H", "H", "H", "H", "H", "H", "H", "H", "H", "H", "H", "H", "H", "C", "O", "C", "C", "N", "C", "C", "O", "C", "H", "H", "H", "H", "H", "H", "H", "H", "H", "H", "H", "H", "H", "H", "H"],
  "coordinates": [[30.48, -13.74, -1.67], [28.69, -13.78, -0.34], [27.88, -12.83, 0.45], [28.36, -12.42, 1.77], [26.45, -12.71, 0.22], [28.54, -11.71, -0.53], [27.90, -15.07, 0.54], [26.49, -15.42, 0.34], [28.51, -15.44, 1.83], [28.58, -16.21, -0.48], [29.70, -18.96, 1.40], [28.35, -18.52, 1.84], [28.26, -17.69, 3.00], [30.51, -17.86, 0.96], [29.64, -19.73, 0.62], [30.04, -19.52, 2.26], [27.75, -19.40, 2.06], [27.90, -17.99, 1.00], [28.27, -16.76, 2.77], [30.80, -17.54, 1.82], [26.40, -12.46, 5.65], [26.78, -13.72, 5.04], [26.16, -14.06, 3.80], [24.69, -14.65, 4.03], [24.44, -15.12, 5.39], [23.07, -15.67, 5.54], [22.78, -15.91, 7.04], [21.53, -16.50, 7.45], [20.44, -15.55, 7.48], [26.57, -11.64, 4.95], [27.07, -12.24, 6.49], [25.39, -12.61, 6.04], [26.66, -14.97, 3.49], [26.18, -13.44, 2.90], [24.41, -15.47, 3.36], [23.94, -13.90, 3.79], [24.63, -14.31, 5.98], [22.99, -16.65, 5.07], [22.39, -14.95, 5.11], [23.12, -15.12, 7.71], [23.56, -16.65, 7.23], [19.47, -16.04, 7.58], [20.42, -14.97, 6.56], [20.67, -14.79, 8.23], [23.03, -14.58, 0.84], [22.09, -14.31, 1.99], [20.81, -14.82, 1.70], [20.13, -15.55, 2.87], [20.63, -16.85, 2.99], [20.29, -17.34, 4.35], [18.92, -17.85, 4.68], [19.10, -18.46, 5.99], [18.19, -19.46, 6.49], [22.58, -15.25, 0.10], [23.92, -15.06, 1.24], [23.24, -13.63, 0.37], [20.73, -15.54, 0.88], [20.12, -14.04, 1.37], [19.05, -15.53, 2.77], [20.28, -14.88, 3.72], [21.62, -16.85, 2.81], [20.59, -16.66, 5.15], [20.89, -18.25, 4.39], [18.58, -18.61, 3.98], [18.18, -17.06, 4.75], [17.20, -19.07, 6.77], [18.61, -19.82, 7.43], [17.89, -20.32, 5.90], [27.54, -3.50, 0.99], [28.52, -4.38, 1.52], [28.25, -4.83, 2.91], [26.98, -5.67, 3.11], [27.19, -7.13, 2.84], [27.69, -7.54, 1.50], [26.97, -8.92, 1.02], [25.60, -8.83, 1.34], [24.81, -9.80, 0.53], [27.30, -2.93, 1.89], [26.69, -4.08, 0.63], [28.05, -2.86, 0.27], [27.97, -3.97, 3.52], [29.05, -5.41, 3.38], [26.09, -5.30, 2.60], [26.76, -5.66, 4.18], [26.47, -7.64, 3.32], [28.77, -7.66, 1.51], [27.47, -6.66, 0.89], [27.33, -9.71, 1.67], [27.24, -9.10, -0.02], [25.21, -9.61, -0.47], [23.73, -9.70, 0.67], [25.01, -10.83, 0.82], [23.58, -13.90, -7.28], [24.13, -13.45, -6.05], [24.89, -12.21, -6.23], [25.38, -11.54, -4.99], [26.59, -12.15, -4.54], [26.98, -11.66, -3.20], [27.31, -10.24, -3.00], [28.38, -10.06, -3.98], [28.79, -8.67, -4.05], [22.98, -14.81, -7.27], [24.38, -14.05, -8.00], [22.95, -13.20, -7.83], [24.22, -11.50, -6.71], [25.64, -12.43, -6.99], [24.54, -11.58, -4.29], [25.56, -10.53, -5.35], [26.47, -13.15, -4.52], [27.76, -12.27, -2.74], [26.01, -11.80, -2.72], [27.57, -9.82, -2.03], [26.36, -9.74, -3.23], [28.15, -8.07, -4.70], [29.77, -8.76, -4.51], [28.85, -8.14, -3.10], [31.24, -11.13, 0.42], [31.42, -12.53, 0.09], [32.13, -13.31, 1.06], [32.67, -14.64, 0.53], [31.68, -15.35, -0.33], [32.45, -15.88, -1.47], [31.42, -16.65, -2.42], [30.56, -15.65, -2.94], [29.57, -16.23, -3.85], [30.35, -11.00, 1.04], [31.30, -10.49, -0.46], [32.21, -10.94, 0.87], [31.41, -13.53, 1.85], [32.82, -12.77, 1.71], [32.74, -15.35, 1.36], [33.60, -14.62, -0.04], [31.37, -16.20, 0.12], [33.36, -16.45, -1.30], [32.77, -15.05, -2.11], [30.96, -17.46, -1.85], [31.90, -17.12, -3.28], [30.09, -16.74, -4.66], [28.78, -15.50, -4.06], [29.05, -17.03, -3.32]]
}

***

(5)
{
  "formula": "C40H75FN5O25S",
  "method": "the ωB97M-V functional and the def2-TZVPD basis",
  "lumo_energy_ev": -3.65,
  "multiplicity": 1,
  "gap_ev": 8.04,
  "charge": 1,
  "symbols": ["C", "C", "C", "C", "C", "C", "C", "C", "C", "N", "C", "C", "N", "O", "C", "N", "C", "C", "C", "C", "N", "S", "O", "O", "F", "N", "C", "C", "C", "O", "H", "H", "H", "H", "H", "H", "H", "H", "H", "H", "H", "H", "H", "H", "H", "H", "H", "H", "H", "H", "H", "H", "H", "H", "H", "H", "H", "H", "H", "H", "H", "H", "H", "C", "O", "C", "O", "O", "C", "H", "H", "H", "H", "H", "H", "C", "O", "C", "O", "O", "C", "H", "H", "H", "H", "H", "H", "C", "O", "C", "O", "O", "C", "H", "H", "H", "H", "H", "H", "C", "O", "C", "O", "O", "C", "H", "H", "H", "H", "H", "H", "C", "O", "C", "O", "O", "C", "H", "H", "H", "H", "H", "H", "C", "O", "C", "O", "O", "C", "H", "H", "H", "H", "H", "H", "C", "O", "C", "O", "O", "C", "H", "H", "H", "H", "H", "H"],
  "coordinates": [[-0.41, 1.59, -6.85], [-0.29, 0.30, -5.99], [0.60, 0.59, -4.76], [-0.28, 1.35, -3.75], [1.19, -0.77, -4.26], [2.73, -0.62, -4.20], [3.59, -0.36, -5.40], [3.22, 0.27, -6.58], [4.17, 0.37, -7.57], [5.42, -0.05, -7.52], [5.77, -0.65, -6.39], [4.88, -0.82, -5.36], [2.76, 0.29, -3.02], [4.10, 0.19, -2.55], [1.85, -0.27, -2.14], [1.87, 0.06, -0.83], [1.01, -0.62, 0.17], [1.45, -2.10, 0.32], [2.82, -2.19, 1.00], [3.24, -3.66, 1.22], [4.63, -3.71, 1.69], [2.88, 1.24, -0.20], [2.37, 1.84, 0.98], [3.13, 2.26, -1.14], [4.32, 0.60, 0.06], [1.07, -1.12, -2.81], [-0.30, -1.53, -2.39], [-1.21, -2.09, -3.49], [-2.23, -3.03, -2.79], [-1.68, -4.35, -2.80], [0.48, 2.21, -6.72], [-1.26, 2.21, -6.57], [-0.44, 1.35, -7.91], [0.17, -0.45, -6.63], [-1.31, 0.06, -5.69], [1.41, 1.26, -5.02], [-0.63, 2.26, -4.24], [0.29, 1.70, -2.87], [-1.15, 0.76, -3.47], [1.08, -1.60, -4.96], [3.07, -1.59, -3.80], [2.22, 0.66, -6.70], [3.85, 0.84, -8.50], [6.77, -1.05, -6.29], [5.23, -1.32, -4.46], [4.53, 0.97, -2.94], [-0.05, -0.54, -0.07], [1.12, -0.20, 1.17], [0.73, -2.58, 0.99], [1.45, -2.64, -0.62], [2.85, -1.63, 1.93], [3.55, -1.80, 0.28], [3.18, -4.11, 0.22], [2.54, -4.13, 1.91], [5.02, -4.59, 1.39], [5.18, -2.99, 1.25], [-0.81, -0.66, -1.98], [-0.30, -2.26, -1.59], [-0.69, -2.73, -4.20], [-1.80, -1.31, -3.98], [-3.17, -3.07, -3.34], [-2.35, -2.78, -1.73], [-1.97, -4.82, -3.58], [-1.16, -2.14, 5.66], [0.04, -1.55, 5.15], [0.30, -0.34, 5.64], [-0.39, 0.25, 6.44], [1.43, 0.11, 5.10], [1.82, 1.41, 5.54], [-1.26, -3.11, 5.19], [-1.10, -2.27, 6.74], [-2.03, -1.53, 5.40], [1.99, 1.42, 6.62], [1.07, 2.15, 5.27], [2.75, 1.66, 5.04], [-4.80, 1.55, -10.11], [-4.51, 0.83, -11.31], [-3.34, 0.18, -11.29], [-2.55, 0.17, -10.39], [-3.21, -0.44, -12.46], [-1.99, -1.18, -12.60], [-5.77, 2.03, -10.25], [-4.86, 0.88, -9.26], [-4.05, 2.32, -9.94], [-1.93, -1.97, -11.85], [-1.13, -0.52, -12.53], [-2.01, -1.63, -13.59], [0.72, 0.09, 9.27], [0.30, 0.81, 10.43], [-0.79, 0.31, 11.01], [-1.41, -0.65, 10.63], [-1.08, 1.06, 12.07], [-2.24, 0.63, 12.79], [1.61, 0.59, 8.89], [0.97, -0.94, 9.52], [-0.05, 0.12, 8.50], [-2.10, -0.38, 13.18], [-3.12, 0.68, 12.16], [-2.36, 1.32, 13.63], [-1.57, -4.81, 14.82], [-0.28, -4.47, 15.33], [-0.15, -3.20, 15.68], [-0.99, -2.35, 15.60], [1.09, -3.02, 16.14], [1.38, -1.69, 16.56], [-1.55, -5.86, 14.57], [-2.34, -4.63, 15.57], [-1.78, -4.24, 13.91], [0.73, -1.39, 17.38], [1.29, -1.00, 15.72], [2.41, -1.68, 16.91], [-5.44, 2.12, -13.82], [-5.92, 3.23, -14.58], [-7.24, 3.41, -14.49], [-8.01, 2.74, -13.85], [-7.56, 4.47, -15.23], [-8.96, 4.79, -15.23], [-4.36, 2.07, -13.97], [-5.64, 2.25, -12.77], [-5.88, 1.19, -14.18], [-9.30, 5.03, -14.23], [-9.54, 3.96, -15.64], [-9.08, 5.66, -15.87], [-6.49, 1.32, 4.04], [-5.31, 0.82, 4.67], [-4.62, 1.73, 5.36], [-4.91, 2.90, 5.46], [-3.56, 1.14, 5.89], [-2.71, 2.00, 6.67], [-6.95, 0.49, 3.53], [-7.18, 1.71, 4.78], [-6.23, 2.09, 3.32], [-3.26, 2.42, 7.51], [-2.31, 2.80, 6.04], [-1.90, 1.39, 7.03], [5.51, 1.84, 2.32], [6.68, 1.29, 2.92], [7.41, 2.18, 3.60], [7.16, 3.35, 3.72], [8.47, 1.55, 4.11], [9.35, 2.38, 4.86], [4.98, 1.05, 1.80], [4.84, 2.25, 3.08], [5.77, 2.60, 1.59], [8.83, 2.81, 5.72], [9.76, 3.17, 4.23], [10.16, 1.75, 5.22]]
}

***

(6)
{
  "formula": "C35H32N6O2Pd",
  "method": "the ωB97M-V functional and the def2-TZVPD basis",
  "de_lowest_kcal_mol": 0.00,
  "lumo_energy_ev": [-5.34, -8.00],
  "multiplicity": 5,
  "gap_ev": [7.45, 5.79],
  "charge": 2,
  "symbols": ["Pd", "O", "C", "C", "C", "C", "C", "C", "C", "O", "N", "N", "C", "C", "C", "C", "C", "C", "N", "H", "H", "H", "H", "H", "H", "H", "H", "H", "H", "C", "C", "C", "C", "C", "C", "C", "N", "C", "N", "C", "C", "C", "C", "C", "C", "C", "N", "C", "C", "C", "C", "C", "C", "C", "H", "H", "H", "H", "H", "H", "H", "H", "H", "H", "H", "H", "H", "H", "H", "H", "H", "H", "H", "H", "H", "H"],
  "coordinates": [[1.00, 0.54, 1.28], [-2.25, 2.27, 5.25], [-2.78, 1.14, 5.16], [-3.82, 0.79, 6.09], [-4.39, -0.43, 5.99], [-3.95, -1.34, 4.98], [-2.94, -1.01, 4.06], [-2.34, 0.21, 4.12], [-1.26, 0.58, 3.16], [-0.80, -0.27, 2.38], [-0.92, 1.88, 3.28], [0.14, 2.14, 2.46], [0.49, 3.30, 2.20], [1.72, 3.47, 1.36], [2.24, 4.71, 1.12], [3.38, 4.83, 0.32], [3.97, 3.69, -0.16], [3.39, 2.47, 0.16], [2.29, 2.36, 0.88], [-1.57, 2.32, 4.44], [-4.12, 1.52, 6.83], [-5.18, -0.71, 6.68], [-4.42, -2.32, 4.93], [-2.61, -1.71, 3.30], [-0.07, 4.16, 2.56], [1.75, 5.58, 1.55], [3.79, 5.81, 0.10], [4.86, 3.74, -0.77], [3.82, 1.54, -0.19], [-1.57, -3.22, -1.69], [-0.97, -3.05, -3.07], [-0.91, -4.13, -3.95], [-0.42, -3.99, -5.24], [0.04, -2.76, -5.68], [0.01, -1.67, -4.82], [-0.48, -1.82, -3.53], [-0.50, -0.66, -2.67], [0.25, -0.53, -1.55], [1.20, -1.57, -1.43], [1.99, -1.94, -0.42], [2.00, -1.21, 0.83], [2.83, -1.75, 1.82], [3.61, -2.87, 1.57], [3.58, -3.55, 0.31], [2.79, -3.12, -0.70], [2.72, -3.82, -2.03], [0.18, 0.43, -0.73], [-0.88, 1.39, -0.89], [-2.15, 1.08, -0.40], [-3.19, 1.98, -0.52], [-2.96, 3.20, -1.15], [-1.70, 3.50, -1.63], [-0.63, 2.61, -1.51], [0.73, 2.96, -2.05], [-2.31, -4.02, -1.70], [-2.06, -2.31, -1.35], [-0.81, -3.49, -0.95], [-1.30, -5.09, -3.63], [-0.40, -4.85, -5.91], [0.42, -2.64, -6.69], [0.38, -0.70, -5.14], [-1.11, 0.11, -2.89], [1.23, -2.17, -2.24], [2.88, -1.29, 2.78], [4.26, -3.25, 2.35], [4.20, -4.42, 0.15], [3.40, -4.68, -2.04], [3.01, -3.16, -2.85], [1.71, -4.20, -2.23], [-2.29, 0.12, 0.10], [-4.17, 1.74, -0.14], [-3.77, 3.91, -1.27], [-1.53, 4.46, -2.13], [0.91, 4.04, -1.97], [0.81, 2.71, -3.11], [1.53, 2.43, -1.53]]
}